# C37H65NO13

5 unconnected molecules or ions with the total composition C37H65NO13 (ωB97M-V with the def2-TZVPD basis set, the OMol25 dataset).

Last column: Löwdin charge in e.
Atoms and positions in Å:
C (3.160, -2.137, 3.120)  0.01
C (2.253, -1.107, 3.869)  -0.49
O (2.797, -0.246, 4.511)  0.10
O (0.872, -1.222, 3.773)  -0.03
C (0.258, 0.078, 3.635)  -0.14
C (-1.004, 0.065, 2.663)  -0.06
C (-1.114, -1.250, 1.836)  -0.03
C (-2.133, -2.118, 2.071)  -0.15
O (-3.086, -1.861, 3.042)  -0.05
C (-4.383, -1.607, 2.478)  -0.12
C (-4.466, -0.206, 1.743)  -0.35
C (-4.163, -0.311, 0.194)  -0.02
O (-5.823, 0.263, 1.957)  -0.07
C (-2.233, -3.452, 1.254)  -0.23
O (-2.930, -4.318, 1.740)  0.10
C (-1.499, -3.570, -0.100)  0.00
C (-1.889, -4.581, -1.060)  -0.07
C (-3.016, -5.627, -0.864)  -0.11
C (-4.384, -5.034, -1.445)  -0.21
O (-5.030, -6.034, -2.275)  -0.10
C (-1.138, -4.635, -2.340)  -0.12
C (-1.406, -5.667, -3.468)  -0.10
C (-0.367, -6.880, -3.503)  -0.15
O (0.596, -6.854, -2.436)  -0.03
C (1.868, -6.504, -2.863)  -0.49
C (2.643, -5.446, -1.990)  0.01
O (2.440, -6.965, -3.812)  0.11
C (-0.101, -3.655, -2.565)  0.01
C (0.304, -2.622, -1.598)  -0.14
C (1.437, -1.653, -2.012)  -0.12
C (1.064, -0.944, -3.417)  -0.26
N (1.595, 0.436, -3.467)  -0.02
C (-0.397, -2.597, -0.334)  0.00
C (-0.027, -1.589, 0.768)  -0.23
O (1.050, -1.052, 0.907)  0.09
H (4.243, -1.937, 3.339)  0.09
H (2.972, -3.194, 3.461)  0.09
H (3.042, -2.054, 2.012)  0.07
H (0.987, 0.789, 3.156)  0.13
H (0.017, 0.547, 4.627)  0.12
H (-1.891, 0.264, 3.306)  0.08
H (-0.947, 0.916, 1.925)  0.13
H (-4.753, -2.437, 1.820)  0.13
H (-5.090, -1.535, 3.350)  0.14
H (-3.751, 0.483, 2.265)  0.12
H (-4.028, -1.404, -0.051)  0.07
H (-3.179, 0.187, 0.000)  0.08
H (-4.964, 0.112, -0.455)  0.08
H (-5.804, 1.225, 1.816)  0.10
H (-3.119, -6.011, 0.176)  0.11
H (-2.806, -6.527, -1.506)  0.11
H (-4.164, -4.133, -2.078)  0.13
H (-5.101, -4.801, -0.619)  0.12
H (-5.267, -6.752, -1.663)  0.09
H (-1.269, -5.116, -4.442)  0.12
H (-2.471, -6.027, -3.481)  0.11
H (0.075, -6.923, -4.526)  0.12
H (-0.942, -7.841, -3.380)  0.13
H (3.233, -4.790, -2.668)  0.09
H (3.382, -6.046, -1.384)  0.10
H (1.989, -4.907, -1.268)  0.07
H (0.458, -3.702, -3.531)  0.13
H (1.625, -0.821, -1.299)  0.10
H (2.369, -2.248, -2.233)  0.11
H (1.511, -1.533, -4.252)  0.11
H (-0.056, -0.900, -3.441)  0.11
H (2.612, 0.436, -3.400)  0.07
H (1.184, 1.014, -2.733)  0.05
C (-2.340, 4.356, -2.906)  -0.06
C (-1.073, 3.839, -2.243)  -0.49
C (0.141, 4.045, -3.133)  -0.07
O (-1.221, 2.445, -1.955)  -0.07
H (-2.535, 3.823, -3.841)  0.08
H (-3.206, 4.191, -2.260)  0.08
H (-2.265, 5.424, -3.123)  0.08
H (-0.922, 4.351, -1.290)  0.14
H (0.031, 3.502, -4.075)  0.09
H (1.041, 3.659, -2.649)  0.07
H (0.292, 5.103, -3.357)  0.08
H (-1.356, 1.984, -2.792)  0.08
C (3.373, 6.934, -2.868)  -0.06
C (3.577, 5.445, -3.099)  -0.51
C (5.053, 5.081, -3.082)  -0.06
O (3.008, 5.075, -4.354)  -0.06
H (3.854, 7.519, -3.657)  0.08
H (2.309, 7.183, -2.892)  0.07
H (3.782, 7.245, -1.905)  0.08
H (3.051, 4.878, -2.327)  0.12
H (5.593, 5.604, -3.878)  0.08
H (5.187, 4.012, -3.258)  0.08
H (5.511, 5.336, -2.124)  0.07
H (3.463, 5.568, -5.046)  0.09
C (4.897, 4.737, 2.039)  -0.06
C (4.773, 4.044, 0.691)  -0.50
C (4.312, 2.604, 0.851)  -0.06
O (6.035, 4.070, 0.024)  -0.07
H (5.636, 4.233, 2.669)  0.08
H (5.239, 5.767, 1.911)  0.08
H (3.941, 4.750, 2.567)  0.08
H (4.065, 4.589, 0.062)  0.13
H (5.031, 2.028, 1.441)  0.08
H (4.237, 2.115, -0.124)  0.08
H (3.338, 2.552, 1.343)  0.08
H (6.670, 3.591, 0.570)  0.09
C (-3.819, 1.695, 5.454)  -0.05
C (-2.462, 1.699, 6.141)  -0.49
C (-2.533, 2.379, 7.499)  -0.06
O (-1.512, 2.378, 5.317)  -0.06
H (-4.172, 2.716, 5.282)  0.09
H (-3.753, 1.213, 4.475)  0.06
H (-4.563, 1.166, 6.052)  0.09
H (-2.108, 0.673, 6.261)  0.14
H (-2.842, 3.423, 7.396)  0.08
H (-1.550, 2.384, 7.976)  0.08
H (-3.239, 1.870, 8.159)  0.08
H (-1.814, 3.288, 5.203)  0.09

Atoms 1-6, force components in eV/Å:
C -0.16 -0.54 0.08
C 0.99 -0.58 0.01
O -0.72 0.10 -0.24
O 1.28 0.38 -0.58
C 0.00 1.79 -0.62
C 0.60 -0.45 0.05

The HOMO energy comes out at -0.3267 hartree. The total energy comes out at -67527.4989 eV. The max |F| comes out at 2.052 eV/Å. For the HOMO-LUMO gap, the calculation gives 0.293 hartree. The total charge is 0. The SMILES is CC(=O)OCCC1=C(OC[C@@H](C)O)C(=O)c2c(CCO)c(CCOC(C)=O)cc(CCN)c2C1=O.CC(C)O.CC(C)O.CC(C)O.CC(C)O.